Below is a 13-piece molecular cluster, C83H187N9O13 overall in a non-equilibrium geometry, with properties calculated with ωB97M-V with the def2-TZVPD basis set.

```
! wB97M-V def2-TZVPD RIJCOSX def2/J DEFGRID3
* xyz 0 1
C -21.99478 18.46211 -11.38861
C -22.67557 17.91012 -12.62660
C -23.83530 18.78019 -13.05769
O -21.75307 17.70033 -13.68050
H -21.03793 17.95304 -11.17713
H -22.64838 18.39991 -10.50594
H -21.72656 19.50420 -11.54760
H -23.04294 16.93754 -12.30956
H -24.52733 18.27031 -13.73087
H -23.51066 19.67554 -13.58426
H -24.33807 19.08787 -12.16297
H -22.21319 17.17725 -14.33497
C -25.40874 19.85430 -18.02478
C -24.08735 19.10228 -18.24100
C -23.02434 19.53924 -17.25755
O -24.29923 17.72445 -18.06668
H -26.24365 19.41310 -18.57851
H -25.36137 20.91488 -18.31409
H -25.65954 19.83855 -16.95713
H -23.84585 19.30636 -19.31017
H -22.16178 18.87453 -17.24590
H -23.40728 19.62221 -16.24723
H -22.66345 20.50367 -17.57982
H -24.84047 17.46673 -18.84427
C -23.83742 15.60738 -21.03230
C -24.98563 16.30122 -21.72428
C -25.92128 15.25012 -22.33987
O -25.61432 17.12874 -20.73540
H -23.17174 16.31430 -20.52717
H -23.28184 15.05929 -21.79422
H -24.24970 14.91826 -20.24008
H -24.61201 16.96008 -22.49773
H -25.32586 14.60043 -22.97580
H -26.70050 15.72022 -22.92389
H -26.36704 14.59064 -21.58354
H -26.23718 17.72079 -21.16829
C -22.13100 11.46134 -19.32195
C -23.34281 10.63188 -18.90491
C -24.44566 10.58240 -19.94447
O -22.90708 9.30569 -18.71437
H -21.35505 11.43128 -18.54833
H -22.45513 12.47655 -19.63194
H -21.67221 10.97086 -20.19726
H -23.69738 10.99281 -17.93209
H -24.70694 11.56880 -20.32230
H -25.34753 10.04224 -19.63073
H -24.06170 10.07366 -20.85121
H -22.58953 8.95060 -19.54874
C -20.13903 14.65481 -12.25589
C -20.69759 13.78136 -11.13263
C -22.21398 13.81257 -11.23219
C -22.83628 12.69062 -10.41151
C -22.36701 11.34522 -10.87425
C -20.79889 11.26756 -10.77630
N -20.26797 12.42124 -11.53362
O -18.85562 12.38600 -11.50723
C -20.33537 11.20400 -9.34515
C -20.32887 10.03514 -11.47746
C -20.14893 14.35000 -9.82309
H -20.50873 15.67891 -12.14116
H -20.37521 14.26086 -13.25055
H -19.05000 14.80861 -12.21521
H -22.53076 14.80850 -10.89832
H -22.52355 13.80841 -12.27259
H -23.90860 12.63624 -10.57784
H -22.79084 12.84796 -9.32623
H -22.57544 11.28143 -11.93913
H -22.74715 10.45550 -10.38540
H -20.78334 11.96584 -8.73685
H -20.68442 10.23473 -8.95912
H -19.26560 11.25580 -9.22192
H -19.25163 9.92676 -11.43389
H -20.73643 9.13581 -11.02765
H -20.51117 10.12775 -12.54620
H -20.72484 13.99909 -8.96652
H -20.25200 15.42661 -9.85533
H -19.09116 14.13193 -9.60092
H -18.47232 12.58641 -10.64015
C -19.73724 21.12346 -16.16760
C -18.78886 20.08211 -15.59181
C -17.33052 20.35851 -16.04461
C -16.30911 19.53024 -15.30377
C -16.48326 19.82539 -13.81120
C -17.92300 19.40867 -13.25929
N -18.77806 20.28124 -14.11475
O -20.10133 20.16923 -13.60832
C -18.15809 17.93903 -13.28684
C -18.09658 19.90313 -11.83316
C -19.26000 18.69405 -16.11874
H -19.59069 21.20831 -17.23815
H -19.53739 22.10241 -15.77012
H -20.78380 20.84536 -15.99247
H -17.28227 20.20518 -17.13342
H -17.15748 21.41518 -15.81189
H -15.30598 19.81303 -15.60903
H -16.47216 18.47768 -15.64108
H -16.32647 20.90995 -13.58747
H -15.81643 19.22417 -13.22394
H -17.97018 17.43341 -14.24324
H -17.47514 17.45994 -12.59524
H -19.17357 17.72033 -12.95521
H -17.23418 19.57866 -11.24093
H -18.14926 20.98153 -11.77231
H -19.00962 19.47391 -11.46051
H -18.56607 17.88494 -15.90593
H -19.31565 18.88682 -17.18601
H -20.25094 18.41877 -15.76491
H -20.51871 19.36040 -13.93276
C -20.27887 4.16956 -13.81538
C -20.01838 5.62227 -13.24715
C -19.27859 6.51875 -14.22625
C -20.13152 6.87675 -15.44693
C -21.38551 7.55720 -14.93257
C -22.13569 6.72207 -13.89100
N -21.23098 6.28712 -12.85839
O -21.95894 5.44910 -11.95536
C -23.14898 7.64243 -13.23519
C -23.01941 5.67946 -14.63050
C -19.20467 5.40966 -11.95082
H -20.51936 4.21009 -14.89206
H -21.05197 3.64383 -13.25955
H -19.36103 3.60444 -13.73096
H -19.02019 7.45410 -13.67951
H -18.33489 6.02201 -14.44685
H -20.34516 6.07323 -16.15630
H -19.62201 7.61544 -16.06708
H -22.07581 7.81708 -15.73256
H -21.02233 8.47012 -14.43364
H -24.01189 7.12282 -12.81481
H -22.63666 8.23151 -12.47770
H -23.51623 8.36445 -13.97898
H -23.59898 5.16826 -13.84154
H -23.74143 6.14179 -15.28634
H -22.47122 4.94541 -15.22916
H -19.83293 4.76365 -11.33784
H -19.08552 6.37476 -11.44240
H -18.20796 4.95878 -12.19960
H -22.15191 5.99904 -11.19230
C -18.49991 10.99444 -14.81929
C -18.22876 11.99687 -15.88707
C -18.80783 13.38186 -15.46996
C -18.30315 14.51893 -16.29334
C -16.74500 14.53700 -16.33103
C -16.14324 13.21289 -16.82244
N -16.73987 12.23324 -15.93728
O -16.15928 10.97206 -16.21001
C -16.36634 13.07260 -18.36133
C -14.62436 13.24069 -16.54415
C -18.93971 11.50295 -17.16755
H -18.35572 9.91641 -15.05833
H -19.56135 11.05955 -14.57364
H -17.92101 11.33460 -13.96644
H -19.89466 13.32144 -15.59450
H -18.52603 13.44542 -14.40716
H -18.66326 15.46120 -15.83800
H -18.79613 14.59968 -17.26279
H -16.45804 14.60300 -15.26303
H -16.17602 15.33191 -16.79396
H -17.28469 13.62692 -18.59370
H -15.54805 13.60735 -18.88545
H -16.36455 12.04203 -18.71787
H -14.10681 12.40003 -16.97288
H -14.13062 14.09338 -17.00971
H -14.45742 13.14580 -15.45973
H -18.46183 10.55944 -17.43502
H -18.76248 12.03857 -18.07290
H -19.96793 11.34294 -16.89973
H -15.68832 10.67097 -15.41378
C -27.67663 12.82848 -18.85265
C -27.19119 13.55760 -17.58438
C -26.84011 15.06585 -17.87728
C -28.04142 15.94867 -18.08018
C -28.98705 15.80405 -16.88279
C -29.31504 14.31802 -16.53874
N -28.07635 13.58992 -16.41332
O -28.38946 12.24783 -15.99640
C -29.99763 14.27022 -15.14774
C -30.33403 13.80863 -17.52813
C -25.93638 12.83078 -17.10966
H -28.64699 13.20814 -19.18964
H -27.76512 11.75755 -18.62020
H -26.97646 12.93229 -19.70846
H -26.30564 15.38000 -16.95563
H -26.16945 15.01905 -18.75589
H -28.58755 15.79331 -19.01447
H -27.67296 16.94817 -18.25782
H -29.88555 16.40366 -16.98209
H -28.45522 16.17812 -15.98539
H -30.59930 15.17229 -14.93227
H -30.66904 13.40122 -15.15229
H -29.30394 14.08828 -14.33618
H -30.59190 12.74460 -17.51493
H -31.21242 14.42539 -17.42695
H -29.94830 13.97870 -18.54133
H -25.56588 13.34197 -16.23265
H -25.10533 12.86792 -17.81042
H -26.17548 11.80665 -16.84116
H -28.94761 11.78206 -16.63233
C -25.48461 10.97964 -12.24657
C -26.73833 10.30459 -12.89676
C -27.01933 8.96615 -12.31018
C -27.56355 9.01170 -10.89078
C -28.83291 9.84952 -10.89997
C -28.56765 11.24095 -11.49856
N -28.00012 11.05005 -12.81215
O -27.81501 12.35958 -13.40249
C -29.90409 11.90954 -11.70362
C -27.75335 12.11179 -10.50561
C -26.37621 10.06638 -14.36461
H -24.57759 10.50634 -12.62509
H -25.44299 11.06082 -11.15474
H -25.45212 12.02502 -12.56853
H -27.73917 8.40934 -12.94595
H -26.07352 8.40667 -12.36469
H -26.82527 9.45077 -10.22090
H -27.74361 7.99006 -10.50995
H -29.18302 10.08675 -9.90504
H -29.60420 9.41423 -11.54234
H -30.53734 11.98073 -10.82972
H -29.73300 12.95058 -11.97464
H -30.44543 11.47872 -12.54930
H -27.45166 13.00973 -11.07933
H -28.40305 12.37723 -9.67386
H -26.86241 11.64474 -10.07158
H -25.56186 9.32915 -14.42541
H -26.05905 10.97466 -14.85971
H -27.29934 9.71596 -14.85101
H -28.09269 12.20455 -14.33666
C -17.66513 14.72892 -21.64106
C -18.78455 15.71204 -21.60873
C -19.24963 15.80349 -20.15044
C -20.06066 17.03807 -19.78935
C -19.25668 18.31578 -20.19169
C -18.91771 18.28905 -21.69335
N -18.22981 17.01708 -21.99581
O -17.89733 16.98545 -23.35705
C -20.15742 18.63413 -22.58538
C -17.86553 19.37510 -21.98532
C -19.90803 15.20047 -22.47919
H -17.95504 13.70505 -21.39750
H -16.84925 15.03048 -20.97395
H -17.31260 14.72869 -22.65464
H -19.80000 14.86810 -19.90580
H -18.37896 15.74103 -19.46917
H -20.33485 16.98210 -18.74350
H -21.03517 16.92990 -20.28450
H -18.27729 18.30992 -19.68880
H -19.67427 19.26217 -19.88570
H -20.31026 19.70635 -22.42209
H -19.94714 18.55924 -23.64589
H -20.97292 17.96735 -22.28979
H -17.94609 19.64008 -23.05349
H -18.06532 20.31720 -21.48777
H -16.90617 18.98468 -21.66234
H -19.53137 15.15400 -23.49522
H -20.81317 15.79319 -22.48922
H -20.14653 14.19761 -22.12464
H -18.60596 16.99885 -24.01782
C -28.15194 15.98383 -12.13994
C -26.67925 15.83345 -12.72503
C -25.70240 15.40242 -11.60589
O -25.86598 16.37337 -10.55574
C -25.21236 15.91879 -9.34736
N -26.50108 15.00550 -13.88762
H -28.04137 16.74591 -11.37002
H -28.56028 15.07800 -11.65075
H -28.80084 16.40545 -12.90526
H -26.32015 16.83373 -12.96012
H -24.63855 15.45773 -11.89119
H -25.87695 14.37747 -11.22464
H -24.12070 15.85706 -9.48035
H -25.61959 14.92994 -9.08308
H -25.47167 16.56468 -8.49874
H -26.99201 15.40209 -14.68355
H -26.96048 14.10744 -13.70135
C -21.82752 15.30892 -17.11093
C -23.12129 15.02569 -16.34793
C -22.86130 13.89047 -15.36108
O -22.62292 12.59536 -15.95212
C -22.38131 11.48858 -15.07938
N -23.63737 16.16115 -15.61066
H -21.07300 15.47913 -16.36528
H -21.85476 16.19711 -17.76473
H -21.63955 14.45059 -17.75474
H -23.82343 14.68117 -17.10205
H -23.64022 13.75564 -14.62475
H -21.98426 14.11470 -14.76193
H -21.89778 10.66611 -15.61997
H -23.38791 11.09501 -14.79996
H -21.85839 11.74648 -14.15043
H -24.35185 15.80525 -14.99724
H -24.04290 16.84385 -16.21983
*
```

Below is C29H32MgO6 as an isolated structure in a non-equilibrium geometry, with properties calculated with ωB97M-V with the def2-TZVPD basis set.

```
! wB97M-V def2-TZVPD RIJCOSX def2/J DEFGRID3
* xyz 2 1
C -0.96748 -4.43106 2.41610
C -1.71958 -3.71425 1.25634
O -2.57505 -2.91201 1.54577
O -1.49251 -3.92631 -0.09662
C -0.11798 -4.23073 -0.39811
C 0.25351 -3.53718 -1.77920
C 1.55279 -4.16332 -2.41758
C 2.30632 -3.18086 -3.39631
C 3.32289 -2.21835 -2.65417
C 2.54325 -0.99839 -2.03650
C 2.08818 0.01536 -3.01203
C 1.38696 1.19799 -2.53751
C 1.14543 1.33175 -1.09479
C 1.58555 0.31197 -0.09085
C 2.29320 -0.87567 -0.57127
C 2.79954 -1.96120 0.44707
C 4.30906 -1.66737 0.83455
O 4.62360 -1.91597 2.20658
C 4.61129 -0.75712 2.97513
O 5.11568 0.28826 2.68054
C 1.28622 0.61116 1.38949
O 1.67550 -0.04511 2.32671
C 0.44050 1.87474 1.75581
C 0.05011 2.78001 0.82352
C -0.82289 4.05022 1.07670
C -1.68328 3.99858 2.39054
C -3.01902 4.79007 2.13918
C -3.93138 4.05276 1.11372
C -4.29794 4.80958 -0.11262
C -5.17130 4.17722 -1.12852
C -5.67741 2.81378 -0.93236
C -5.32929 2.07215 0.27268
C -4.44538 2.69074 1.29765
C 0.43768 2.61329 -0.64599
O 0.14278 3.53206 -1.48448
H -0.29996 -3.73276 2.99909
H -0.31446 -5.27403 2.07600
H -1.68946 -4.85307 3.16750
H 0.61703 -3.86172 0.36062
H 0.02916 -5.33517 -0.55146
H -0.63525 -3.61974 -2.47000
H 0.37569 -2.44454 -1.55708
H 1.24224 -5.08082 -2.98025
H 2.25730 -4.47404 -1.59905
H 2.80424 -3.80597 -4.19221
H 1.54860 -2.55575 -3.95331
H 4.01003 -1.81753 -3.45630
H 3.97009 -2.72879 -1.90095
H 2.30368 -0.08948 -4.10590
H 1.05951 1.99649 -3.24918
H 2.10964 -2.09953 1.31234
H 2.77414 -2.92857 -0.13379
H 4.57088 -0.64316 0.46934
H 4.94197 -2.37959 0.23033
H 4.11706 -0.83474 3.98800
H 0.15737 2.03755 2.82807
H -1.58677 4.03950 0.23422
H -0.22250 4.99677 0.97914
H -1.95654 2.92906 2.57756
H -1.07787 4.42797 3.23425
H -3.57036 4.80711 3.12388
H -2.84461 5.86309 1.86115
H -3.92149 5.85958 -0.21766
H -5.45650 4.76699 -2.02787
H -6.35599 2.40857 -1.72335
H -5.76560 1.05388 0.38937
H -4.21168 2.11387 2.21934
Mg -1.69911 3.78172 -2.49103
*
```

Below is a 3-piece molecular cluster, C3H11NO2 overall in a non-equilibrium geometry, with properties calculated with ωB97M-V with the def2-TZVPD basis set.

```
! wB97M-V def2-TZVPD RIJCOSX def2/J DEFGRID3
* xyz 0 1
C 2.01418 1.38887 -0.20506
C 0.64613 0.75588 -0.10224
C -0.46435 0.91361 -0.87528
N -1.70972 0.31420 -0.63342
H 2.12819 2.18851 -0.93303
H 2.68129 0.65022 -0.63254
H 2.24906 1.69161 0.80540
H 0.76483 0.11687 0.72600
H -0.26640 1.07822 -1.95147
H -2.47251 0.78559 -1.21928
H -1.80015 0.08367 0.37909
O -1.71131 -2.50034 -1.60715
H -1.92673 -2.45506 -2.51843
H -1.53662 -1.56506 -1.35975
O 0.38485 -1.37398 3.04172
H 1.26876 -1.13152 3.43766
H -0.24951 -0.94129 3.64778
*
```

For the energy above the lowest of the compared OMol25 structures with the same formula, charge and spin, the calculation gives 146.0 kJ/mol. Its SMILES is C/C=C/N.O.O.

Below is one molecule with the formula C17H19NO3S2, with properties calculated with ωB97M-V with the def2-TZVPD basis set.

```
! wB97M-V def2-TZVPD RIJCOSX def2/J DEFGRID3
* xyz 0 1
C -1.56155 2.90027 -2.51329
C -0.09381 2.91242 -2.09796
C 0.19276 3.96868 -1.03550
O 0.34974 1.60975 -1.68277
C -0.18933 1.01992 -0.61514
O -1.06859 1.52148 0.07212
C 0.38087 -0.29053 -0.33266
C -0.03072 -0.99722 0.78632
N -0.97505 -0.58096 1.68141
C -1.31480 -1.33998 2.76288
O -0.78478 -2.42178 2.96601
C -2.33571 -0.77841 3.64046
C -2.82380 -1.37512 4.77438
C -3.80160 -0.60113 5.42227
C -4.04707 0.57255 4.77793
S -3.09217 0.75982 3.36772
S 0.77524 -2.50159 0.97724
C 1.69079 -2.19631 -0.47808
C 1.37971 -1.01201 -1.06411
C 2.04387 -0.55543 -2.32582
C 2.79003 -1.70585 -3.00075
C 3.62343 -2.47856 -1.98303
C 2.69936 -3.17109 -0.98171
H -1.81828 3.85570 -2.96220
H -1.73924 2.10988 -3.23950
H -2.19567 2.73283 -1.64705
H 0.53429 3.09951 -2.97809
H -0.00936 4.95537 -1.44283
H 1.23585 3.91917 -0.73049
H -0.43773 3.80736 -0.16547
H -1.38348 0.33109 1.45675
H -2.47739 -2.33538 5.11030
H -4.30158 -0.89961 6.32587
H -4.73804 1.34631 5.04932
H 1.29820 -0.14101 -3.00530
H 2.74080 0.25243 -2.08384
H 3.42984 -1.31031 -3.79155
H 2.06961 -2.38633 -3.45941
H 4.24640 -3.22009 -2.48576
H 4.28009 -1.78544 -1.45382
H 3.27076 -3.58192 -0.14665
H 2.18810 -4.00849 -1.46821
*
```

For the energy above the lowest of the compared OMol25 structures with the same formula, charge and spin, the calculation gives 0.0 kJ/mol. Its SMILES is CC(C)OC(=O)c1c(NC(=O)c2cccs2)sc2c1CCCC2.

Orbital gap across the listed records, respectively: 8.3, 3.6, 8.7, 7.9 eV.
E_LUMO across the listed records, respectively: 0.1, -10.4, 0.7, 0.1 eV.
HOMO level across the listed records, respectively: -8.160, -14.027, -7.952, -7.781 eV.